Entry from the Open Molecules 2025 dataset: C4H6N2OS in the gas phase (ωB97M-V/def2-TZVPD).

Calculated values
HOMO energy: -9.46 eV
gap between HOMO and LUMO: 10.04 eV
LUMO level: 0.5778 eV
SMILES: C[C@H]1OC=NN=CS1

Cartesian coordinates (Å):
C (-1.28186, 0.34869, 0.93136)
C (-0.89727, 0.32950, -0.53659)
O (0.08731, 1.31750, -0.81565)
C (1.40450, 1.02776, -0.75134)
N (2.12380, 0.09898, -0.25657)
N (1.70335, -1.01182, 0.43899)
C (0.71687, -1.72648, 0.05590)
S (-0.45320, -1.30895, -1.19967)
H (-0.44612, 0.03180, 1.55987)
H (-1.55017, 1.37824, 1.20182)
H (-2.13125, -0.32071, 1.11664)
H (-1.76786, 0.67130, -1.12598)
H (1.96383, 1.82484, -1.22265)
H (0.52809, -2.66064, 0.60387)

Atomic forces in eV per Å
0.05 -0.05 0.16
-0.63 0.27 -0.11
0.46 -0.19 0.04
0.09 -0.04 0.01
-0.43 0.02 -0.06
-0.44 -0.35 -0.18
0.28 -0.02 0.42
0.03 0.16 -0.01
-0.10 0.06 -0.04
0.01 -0.28 -0.03
0.18 0.22 -0.09
0.36 -0.34 0.14
-0.02 0.11 -0.04
0.16 0.44 -0.22

=====

Entry from the Open Molecules 2025 dataset: C4H6N2OS in the gas phase in a non-equilibrium geometry (ωB97M-V/def2-TZVPD).

Calculated values
HOMO energy: -8.81 eV
gap between HOMO and LUMO: 9.48 eV
LUMO level: 0.6708 eV
SMILES: Cc1nsc(=O)n1C

Cartesian coordinates (Å):
C (1.17185, -1.24927, 0.90177)
C (0.70142, 0.12054, 0.55628)
N (1.57849, 1.11074, 0.71120)
S (0.89700, 2.54808, 0.26003)
C (-0.48258, 1.81799, -0.51281)
O (-1.29330, 2.33639, -1.28535)
N (-0.43380, 0.46808, -0.18333)
C (-1.35002, -0.47109, -0.78835)
H (1.62288, -1.84026, 0.13911)
H (0.39066, -1.89149, 1.38410)
H (1.88842, -1.15305, 1.66071)
H (-1.61969, 0.10544, -1.69453)
H (-0.83722, -1.41960, -1.01926)
H (-2.23412, -0.48251, -0.12956)

Atomic forces in eV per Å
-2.27 -0.85 0.91
1.93 2.11 -1.53
-1.63 -1.76 1.09
0.12 0.47 -0.46
-1.00 0.50 -1.41
0.86 -0.79 1.34
1.48 -0.46 1.23
-0.39 1.26 -0.30
0.15 -0.11 -1.07
0.26 0.60 -0.61
1.17 0.41 0.97
-0.29 -0.92 0.08
-0.59 0.39 0.27
0.20 -0.83 -0.50

=====

Entry from the Open Molecules 2025 dataset: C4H6N2OS in the gas phase in a non-equilibrium geometry (ωB97M-V/def2-TZVPD).

Calculated values
HOMO energy: -8.97 eV
gap between HOMO and LUMO: 9.47 eV
LUMO level: 0.5001 eV
SMILES: CC(=C=N)C(=O)NS

Cartesian coordinates (Å):
C (-1.64352, 0.42348, -1.11644)
C (-0.61768, 0.04890, -0.10066)
C (-0.42670, -1.13734, 0.32533)
N (-0.18116, -2.22033, 0.76762)
C (0.15827, 1.06529, 0.57497)
O (-0.25866, 2.20184, 0.79757)
N (1.45676, 0.82291, 0.77647)
S (2.56746, -0.11213, -0.09186)
H (-1.38832, 1.56944, -1.25817)
H (-2.63396, 0.15774, -0.82961)
H (-1.33438, -0.16347, -1.98642)
H (0.03229, -2.96104, 0.13319)
H (1.89600, 1.51539, 1.41451)
H (2.37360, -1.21068, 0.59349)

Atomic forces in eV per Å
1.89 1.96 -0.48
-0.80 1.55 0.07
0.66 -1.18 0.03
-1.18 -1.32 1.05
-0.58 2.54 -1.59
-0.42 -0.96 0.36
2.90 0.49 2.00
-0.39 0.53 -0.36
-1.37 -2.30 -0.08
-0.88 0.36 0.10
-0.49 0.46 -0.34
1.03 -0.48 -0.32
-0.53 -0.67 -0.83
0.17 -0.99 0.39

=====

Entry from the Open Molecules 2025 dataset: C4H6N2OS in the gas phase in a non-equilibrium geometry (ωB97M-V/def2-TZVPD).

Calculated values
HOMO energy: -8.07 eV
gap between HOMO and LUMO: 6.87 eV
LUMO level: -1.2065 eV

Cartesian coordinates (Å):
C (-0.12219, -0.64743, 0.31117)
C (-2.87411, 1.00905, 0.66749)
C (1.24451, -1.22613, 0.75062)
C (0.85436, 0.79540, -1.30380)
N (-1.14946, -1.16552, 0.97166)
N (-0.20243, 0.27726, -0.58260)
O (-2.99906, 2.15221, 0.44474)
S (-2.75379, -0.60111, 0.91429)
H (1.77512, -0.35430, 1.22026)
H (1.76825, -1.36941, -0.22543)
H (1.07257, -1.97523, 1.35794)
H (0.79117, 0.37197, -2.35329)
H (0.72005, 1.98603, -1.34738)
H (1.87503, 0.74720, -0.82566)

Atomic forces in eV per Å
1.33 1.48 -1.39
0.36 3.05 -1.10
0.15 5.37 -4.05
1.43 3.05 -1.05
-2.02 -0.62 1.56
-2.46 -0.85 1.73
0.19 -3.08 0.72
1.57 -0.46 -0.27
-0.39 -0.99 -0.04
-0.10 -0.71 1.09
-0.17 -3.99 2.86
0.66 0.69 0.99
0.13 -2.41 -0.40
-0.67 -0.54 -0.65

=====

Entry from the Open Molecules 2025 dataset: C4H6N2OS in the gas phase in a non-equilibrium geometry (ωB97M-V/def2-TZVPD).

Calculated values
HOMO energy: -8.81 eV
gap between HOMO and LUMO: 9.37 eV
LUMO level: 0.5639 eV
SMILES: C1=NOC2(CNC2)S1

Cartesian coordinates (Å):
C (-1.97854, -0.12567, -1.47086)
N (-0.93655, -0.06825, -2.27499)
O (0.09472, 0.51613, -1.47228)
C (-0.18003, 0.23582, -0.08349)
C (0.72935, -1.00086, 0.50504)
N (1.61221, 0.03720, 0.82408)
C (0.65818, 1.12158, 0.86974)
S (-1.95897, 0.10455, 0.22814)
H (-2.73306, -0.67992, -2.07354)
H (1.21586, -1.82655, -0.21608)
H (0.23904, -1.64255, 1.34299)
H (2.03780, 0.08005, 1.71806)
H (1.15772, 1.99115, 0.31011)
H (0.04226, 1.25731, 1.79308)

Atomic forces in eV per Å
-0.02 -2.54 -4.46
-1.34 1.24 3.39
-0.32 -0.40 1.19
1.11 -1.03 -0.07
-1.21 -2.80 -1.57
2.04 1.50 2.19
-0.29 0.49 -2.85
0.39 0.52 -0.91
-0.32 0.80 1.13
-1.29 1.98 1.14
0.47 1.44 -1.01
1.27 -1.12 0.80
-1.46 -0.51 1.41
0.97 0.42 -0.39

=====

Entry from the Open Molecules 2025 dataset: C4H6N2OS in the gas phase in a non-equilibrium geometry (ωB97M-V/def2-TZVPD).

Calculated values
expectation value of S²: 2.017
multiplicity: 3
HOMO energy (alpha / beta): -6.82 / -9.35 eV
gap between HOMO and LUMO (alpha / beta): 7.56 / 5.62 eV
LUMO level (alpha / beta): 0.7430 / -3.7283 eV

Cartesian coordinates (Å):
C (-2.27025, 0.36360, 0.58946)
C (-1.23656, 0.00345, 1.28642)
C (-1.07445, -0.00018, -1.18830)
C (2.37175, 0.20977, -0.28206)
N (-2.19563, 0.42861, -0.77426)
N (1.16781, 0.30632, 0.52725)
O (0.21130, -1.99877, 0.12745)
S (0.02134, -0.56017, 0.14668)
H (-3.12483, 0.88787, 1.08252)
H (-0.98713, -0.15133, 2.27262)
H (-0.86044, -0.30028, -2.24834)
H (2.87120, 1.22881, -0.48759)
H (1.97034, -0.05182, -1.34381)
H (3.13557, -0.36587, 0.29198)

Atomic forces in eV per Å
-4.85 2.91 -1.50
3.97 -2.37 -1.05
2.02 -0.70 -4.00
-0.03 1.53 -1.64
-1.04 0.09 2.38
3.42 2.48 0.29
0.46 -0.12 -0.73
-4.67 -1.19 2.12
0.61 -0.67 -0.54
-0.03 0.04 2.07
-0.01 0.03 1.37
-1.01 -1.21 0.85
1.71 -0.54 1.54
-0.56 -0.28 -1.15

=====

Going through the records in order, we get relative energy (zero: lowest compared OMol25 entry of this formula, charge and spin) values of 3.250, 1.174, 3.349, 4.872, 5.621, 3.916 eV.
Going through the records in order, we get energy values of -738.8852, -738.9616, -738.8816, -738.8257, -738.7981, -738.6851 a.u..